Entry w
ORCA calculation (ωB97M-V/def2-TZVPD) on a structure of composition C3H4O2S.

- orbital gap (eV) = 7.80
- LUMO level (eV) = -1.817

Geometry as XYZ:
```
10
Properties=species:S:1:pos:R:3:lowdin_charge:R:1
C 1.054 0.485 1.085 -0.2173
C -0.264 0.239 0.181 -0.6029
C -0.055 -0.422 -1.216 -0.2694
H 2.047 0.077 -0.422 0.1858
H 1.340 -0.432 1.560 0.1065
H 0.870 1.158 1.907 0.1033
H -1.164 0.024 -1.964 0.2023
O 1.793 1.137 -0.013 -0.1612
O 1.021 -1.118 -1.435 -0.0489
S -1.876 -0.174 0.638 0.7020
```


Entry x
ORCA calculation (ωB97M-V/def2-TZVPD) on an isolated molecule of C3H4O2S.

- orbital gap (eV) = 10.16
- structure (SMILES) = O=C1CSCO1
- LUMO level (eV) = 0.710

Geometry as XYZ:
```
10
Properties=species:S:1:pos:R:3:lowdin_charge:R:1
O 1.374 1.484 -1.123 0.1200
C 0.690 0.675 -0.542 -0.5785
C -0.742 0.556 -0.767 -0.3786
S -1.358 -0.719 0.391 0.8520
C 0.381 -0.987 1.106 -0.3901
O 1.222 -0.116 0.399 -0.0292
H -1.220 1.537 -0.555 0.1102
H -0.905 0.283 -1.805 0.0967
H 0.663 -2.066 0.954 0.1024
H 0.447 -0.665 2.159 0.0951
```


Entry y
ORCA calculation (ωB97M-V/def2-TZVPD) on a cluster of 2 separate species, C3H4O2S in total.

- orbital gap (spin up / spin down) (eV) = 8.86 / 8.51
- LUMO level (spin up / spin down) (eV) = -1.241 / -1.011

Geometry as XYZ:
```
10
Properties=species:S:1:pos:R:3:lowdin_charge:R:1
C 0.641 0.072 -0.379 -0.1101
C -0.485 0.344 0.043 -0.1827
C 2.047 -0.156 -0.529 -0.0869
O -2.503 -1.064 -0.225 -0.3232
O -2.985 1.344 0.233 -0.3371
S -2.152 0.200 0.338 0.6069
H 2.188 -0.946 -1.432 0.1461
H 2.578 0.759 -0.837 0.0974
H 2.318 -0.717 0.295 0.0557
H -1.648 0.162 2.492 0.1337
```


Sorted by energy, starting with the most stable: entry x, entry w, entry y.